[1]
Entry from the OMol25 dataset: 3 unconnected molecules or ions with the total composition C20H42BrN4O8S2 (ωB97M-V/def2-TZVPD).

spin multiplicity	1
net charge	+1

Positions of all 77 atoms, in Å:
C -0.91604 3.93339 -3.19494
C -1.19058 2.69057 -4.03481
C -0.29009 1.47944 -3.79019
Br 1.61017 1.86714 -3.70839
C -0.70644 0.71127 -2.58815
N -1.33461 1.25812 -1.56162
N -1.56255 0.30173 -0.68145
N -1.09439 -0.80108 -1.14166
C -1.16361 -2.08643 -0.41639
C -2.24485 -2.10801 0.64894
C -3.65330 -2.32796 0.10261
C -4.31101 -1.12797 -0.57666
C -5.84942 -1.15258 -0.43545
C -6.61316 -0.91961 -1.73575
O -7.54684 -1.96416 -1.91295
C -8.15769 -1.93029 -3.17713
N -0.53475 -0.59184 -2.34495
C 0.13185 -1.57886 -3.18729
C -0.85764 -2.58081 -3.76136
C -1.83680 -1.98216 -4.71182
O -0.63522 -2.89484 -5.04985
H 0.13634 4.10279 -2.99954
H -1.34107 4.80338 -3.68275
H -1.42928 3.85245 -2.24284
H -2.20082 2.36123 -3.79234
H -1.20701 2.91222 -5.09595
H -0.40644 0.82657 -4.64891
H -1.36238 -2.89223 -1.11286
H -0.19052 -2.22250 0.04488
H -1.99344 -2.97752 1.25359
H -2.16287 -1.25486 1.31243
H -3.65436 -3.19504 -0.55768
H -4.27489 -2.57946 0.95780
H -4.07319 -1.07802 -1.64139
H -3.95551 -0.19419 -0.15093
H -6.15349 -0.38877 0.27281
H -6.16776 -2.11592 -0.04692
H -5.96494 -0.82196 -2.61236
H -7.17934 0.01508 -1.65857
H -8.65160 -2.88250 -3.33891
H -7.43538 -1.78567 -3.98380
H -8.92121 -1.15264 -3.24580
H 0.88259 -2.12403 -2.62334
H 0.55575 -1.07607 -4.04583
H -1.23500 -3.35467 -3.10787
H -1.52135 -1.15351 -5.32857
H -2.58985 -2.62789 -5.13324
O 0.93014 -0.42405 1.86195
S 1.16139 0.53962 2.90985
O 0.11859 0.82101 3.84329
O 1.62902 1.89676 2.22613
C 0.78065 2.38555 1.16812
C -0.45933 3.09083 1.67954
C 2.64887 0.17212 3.75862
H 0.52890 1.56136 0.51117
H 1.39069 3.08202 0.59526
H -1.13279 2.39678 2.18107
H -0.99593 3.54904 0.84820
H -0.18957 3.86248 2.39904
H 3.44240 0.00779 3.03566
H 2.47778 -0.73054 4.34084
H 2.88947 1.00292 4.41630
O 5.90265 -0.55635 4.23818
S 6.76326 0.11342 5.17190
O 6.51581 1.47503 5.52660
O 8.26208 -0.04924 4.69103
C 8.58576 0.33283 3.33357
C 8.72086 1.83279 3.17224
C 6.89763 -0.85118 6.63478
H 7.84255 -0.07950 2.65010
H 9.53242 -0.15744 3.11892
H 7.76177 2.33352 3.29815
H 9.10149 2.06582 2.17790
H 9.40319 2.23848 3.91811
H 7.12939 -1.87582 6.35915
H 5.93700 -0.80028 7.14219
H 7.67794 -0.42707 7.26034


[2]
Entry from the OMol25 dataset: a molecular structure, C20H42F2NNa2O13S2 (ωB97M-V/def2-TZVPD).

spin multiplicity	1
net charge	+1

Positions of all 82 atoms, in Å:
Na -0.42210 3.57816 1.11345
Na 0.56184 4.28380 -1.36838
N 0.07272 3.09447 -0.41049
S -0.78590 1.83136 -0.64073
O -1.29277 1.17105 0.56842
O -0.60528 0.98473 -1.86046
F -2.21784 2.55768 -1.09852
S 1.50569 2.12291 -0.38757
O 2.14956 2.01207 -1.72770
O 1.57514 0.94305 0.44602
F 2.42662 3.09724 0.39897
C -5.29604 -0.55897 -2.39056
C -4.31389 0.16909 -1.55424
O -4.51138 -0.12209 -0.15910
C -3.51068 0.50387 0.66033
C -3.67966 -0.12434 2.09121
H -5.03047 -0.55184 -3.44769
H -5.48357 -1.61035 -2.17258
H -6.32906 -0.27238 -2.19352
H -3.33299 -0.18954 -1.86619
H -4.28366 1.24547 -1.72334
H -2.45220 0.36978 0.43734
H -3.64623 1.58005 0.76783
H -3.02232 0.30826 2.84544
H -3.42142 -1.17813 1.98654
H -4.64108 -0.04003 2.59785
O -1.03552 -3.19130 -0.95048
C -1.51356 -2.38433 -1.78550
O -0.81957 -1.76873 -2.73629
C 0.54967 -1.98560 -3.01021
C 1.20785 -0.65512 -2.83060
C -2.95042 -1.88170 -1.81038
H 0.65178 -2.14126 -4.08419
H 1.05513 -2.64986 -2.30924
H 0.94670 -0.00997 -3.66946
H 2.29674 -0.63926 -2.78406
H 0.77025 -0.17216 -1.95689
H -3.33861 -1.87211 -0.79190
H -3.48846 -2.67426 -2.33046
H -2.95447 -0.90910 -2.30245
O 0.25926 2.94350 2.45228
C 0.93144 2.78831 3.50204
O 1.92611 1.89095 3.65798
C 2.23444 0.76010 2.74393
C 3.36777 1.35506 1.85127
C 0.75948 3.81393 4.67596
H 1.35107 0.58718 2.12922
H 2.50837 -0.17773 3.22721
H 3.36448 0.84314 0.88897
H 4.31519 1.13054 2.34126
H 3.21016 2.40397 1.60019
H 1.58999 3.78223 5.38119
H -0.23404 3.71673 5.11364
H 0.69064 4.76260 4.14360
O -2.41279 -0.57065 3.47862
C -1.34693 -1.20676 3.40329
O -0.63185 -1.41970 2.26594
C -0.93395 -0.86553 1.00335
C 0.32151 -1.01927 0.21364
C -0.76070 -1.93712 4.60790
H -1.17264 0.19568 1.07376
H -1.87751 -1.17276 0.55235
H 0.17267 -0.55859 -0.76295
H 0.73023 -1.99393 -0.05300
H 1.09173 -0.47412 0.75923
H 0.26303 -2.30067 4.51894
H -1.45059 -2.77515 4.70717
H -0.87811 -1.20079 5.40296
O 5.28849 -1.31730 -2.72526
C 4.22741 -1.80131 -2.98841
O 3.17733 -1.61537 -2.26930
C 3.10113 -0.97452 -0.95447
C 3.45004 0.49942 -1.12998
C 3.97556 -2.52460 -4.28190
H 3.78938 -1.52154 -0.31013
H 2.07706 -1.01733 -0.58359
H 3.03936 0.98605 -2.01465
H 4.49412 0.80024 -1.21656
H 3.04232 0.97644 -0.23874
H 4.32650 -3.55073 -4.17242
H 4.33660 -1.94266 -5.12990
H 2.89581 -2.56842 -4.42449


[3]
Entry from the OMol25 dataset: 7 unconnected molecules or ions with the total composition C20H42FO6P (ωB97M-V/def2-TZVPD).

spin multiplicity	1

Positions of all 70 atoms, in Å:
C -2.10113 2.05124 1.91902
C -3.30441 3.16880 1.60229
F -3.08830 3.83190 0.27648
P -4.92140 2.09696 1.42408
H -2.06329 1.24393 1.06323
H -1.09312 2.67675 1.99421
H -2.35500 1.48948 2.94114
H -3.37842 3.94636 2.48498
H -4.47343 0.71277 1.23463
H -5.67937 2.15251 2.66635
C -8.24472 5.08189 -0.09058
C -7.24306 5.65450 0.87622
C -7.35616 7.11882 1.20646
O -6.36589 4.95280 1.37731
H -8.04150 4.01532 -0.23442
H -9.25497 5.19452 0.31086
H -8.16010 5.58722 -1.05597
H -8.32689 7.32224 1.66561
H -7.23204 7.71490 0.29887
H -6.56839 7.39263 1.91622
C -0.96833 1.76693 -1.98832
C -0.11193 0.58521 -1.61952
C 0.63456 -0.10426 -2.73014
O -0.02526 0.19789 -0.45532
H -1.44691 2.16374 -1.08662
H -0.34867 2.55157 -2.42967
H -1.74698 1.45694 -2.68982
H 1.32559 0.59706 -3.20464
H -0.07264 -0.49755 -3.46472
H 1.21088 -0.93864 -2.31663
C 4.34872 -4.27017 -1.84714
C 3.63343 -2.95675 -1.67635
C 3.20326 -2.57677 -0.28470
O 3.40918 -2.22206 -2.63700
H 4.59881 -4.41244 -2.90392
H 5.27423 -4.26758 -1.26588
H 3.70081 -5.09034 -1.52773
H 4.07775 -2.49882 0.36623
H 2.50438 -3.32151 0.10435
H 2.69975 -1.60467 -0.31326
C 4.30563 -0.21078 -4.99153
C 5.55305 0.07758 -5.78317
C 6.78007 0.49448 -5.01720
O 5.56922 -0.02372 -7.00888
H 3.50052 -0.49991 -5.67548
H 4.48816 -1.03518 -4.29765
H 3.99645 0.68450 -4.44620
H 7.07281 -0.29848 -4.32437
H 6.58112 1.42112 -4.47296
H 7.60330 0.66928 -5.71796
C -5.04550 -2.22881 2.92829
C -5.24589 -1.09938 3.90303
C -4.70295 -1.27995 5.29540
O -5.83069 -0.06840 3.57440
H -5.48869 -1.95872 1.96382
H -3.97742 -2.41003 2.78403
H -5.53814 -3.13126 3.29896
H -3.61959 -1.41900 5.25661
H -5.18026 -2.14014 5.77150
H -4.92054 -0.38544 5.88856
C 7.10890 -3.20596 1.54377
C 6.24273 -4.41373 1.78238
C 6.65992 -5.36192 2.87461
O 5.23271 -4.61797 1.11079
H 6.68618 -2.61201 0.72640
H 7.14136 -2.58814 2.44470
H 8.11665 -3.52135 1.26188
H 6.67248 -4.84013 3.83487
H 7.64768 -5.77331 2.65206
H 5.94171 -6.18659 2.93314


Number 1: lowest unoccupied orbital energy -0.1364 hartree, highest occupied orbital energy -11.764 eV. Number 2: lowest unoccupied orbital energy -0.1896 hartree, highest occupied orbital energy -9.433 eV. Number 3: lowest unoccupied orbital energy 0.0195 hartree, highest occupied orbital energy -7.746 eV.